# 1
8 unconnected molecules or ions with the total composition C24H63NO11PS. Source: the OMol25 dataset; level of theory: ωB97M-V/def2-TZVPD.

Geometry as XYZ:
```
101
Properties=species:S:1:pos:R:3:forces:R:3:lowdin_charge:R:1
C 5.129 1.650 1.264 -0.36 -0.15 -0.06 -0.06
C 4.153 0.533 1.633 0.61 0.16 -0.99 -0.36
N 2.949 0.706 0.784 -0.74 0.57 0.48 -0.11
P 1.498 0.574 1.542 0.06 -1.88 0.03 0.09
O 1.433 1.729 2.654 0.06 0.57 -0.62 -0.21
O 0.431 0.918 0.402 0.31 0.99 0.15 -0.20
S 1.073 -1.125 2.364 -0.02 -0.19 0.24 0.26
C 4.792 -0.834 1.302 0.28 -0.13 -1.10 -0.76
O 5.140 -1.006 0.105 -0.40 0.56 -0.28 -0.08
O 4.914 -1.628 2.221 0.20 -0.79 1.62 -0.04
H 4.807 2.600 1.683 0.10 0.18 0.21 0.06
H 6.141 1.384 1.553 0.14 0.14 0.22 0.08
H 5.102 1.746 0.185 0.17 -0.04 -0.19 0.07
H 3.925 0.545 2.694 -0.30 -0.02 0.13 0.10
H 3.009 0.144 -0.058 0.30 -0.08 -0.05 0.10
H 2.007 1.416 3.364 -0.02 0.15 0.35 0.03
H -0.269 1.469 0.774 -0.47 0.02 0.03 0.03
C -3.156 5.033 0.783 -0.18 -0.12 -0.06 -0.06
C -2.347 4.117 1.689 0.39 0.45 -0.14 -0.48
C -1.171 4.846 2.317 -0.10 -0.12 0.12 -0.06
O -1.867 2.999 0.942 -0.06 -0.38 -0.06 -0.06
H -2.536 5.408 -0.036 0.07 0.06 0.08 0.08
H -3.990 4.490 0.334 -0.02 0.00 0.05 0.08
H -3.553 5.885 1.336 0.02 0.01 -0.01 0.08
H -2.992 3.716 2.471 0.02 -0.19 -0.07 0.14
H -0.487 5.214 1.549 -0.04 0.05 -0.02 0.07
H -0.598 4.173 2.954 0.00 0.00 0.00 0.08
H -1.505 5.695 2.917 0.02 0.02 -0.02 0.08
H -1.295 3.338 0.243 -0.02 0.12 -0.02 0.09
C 0.085 -5.351 -0.733 -0.14 -0.24 0.03 -0.07
C -0.990 -4.457 -0.134 0.62 0.29 -0.03 -0.50
C -0.944 -3.068 -0.752 -0.15 0.05 -0.07 -0.07
O -0.807 -4.367 1.276 -0.27 -0.23 0.07 -0.07
H 1.077 -4.941 -0.539 -0.01 0.10 -0.11 0.08
H 0.055 -6.346 -0.283 -0.08 0.00 -0.01 0.08
H -0.040 -5.451 -1.812 0.08 0.02 -0.01 0.07
H -1.976 -4.900 -0.298 -0.02 -0.02 0.17 0.13
H 0.020 -2.592 -0.558 0.04 -0.07 -0.01 0.08
H -1.708 -2.427 -0.311 0.00 -0.01 0.02 0.07
H -1.102 -3.109 -1.832 0.01 0.04 0.00 0.07
H 0.062 -3.975 1.430 -0.07 0.14 0.04 0.06
C 4.213 0.716 6.387 0.07 -0.05 -0.20 -0.05
C 4.439 2.214 6.246 -0.42 -0.32 0.37 -0.50
C 4.329 2.923 7.588 0.09 0.20 -0.04 -0.07
O 3.488 2.762 5.332 0.14 0.16 -0.26 -0.06
H 3.211 0.514 6.775 0.02 0.05 0.09 0.08
H 4.289 0.222 5.418 0.07 -0.01 0.01 0.08
H 4.944 0.268 7.063 -0.02 -0.01 0.01 0.08
H 5.424 2.396 5.815 -0.07 0.08 -0.15 0.14
H 3.331 2.789 8.013 0.01 -0.12 0.01 0.08
H 4.487 3.997 7.469 0.05 -0.01 -0.01 0.07
H 5.063 2.540 8.299 -0.02 -0.01 0.01 0.08
H 2.609 2.610 5.695 -0.02 -0.02 0.05 0.08
C -4.693 -1.032 -4.452 -0.04 -0.13 -0.24 -0.06
C -3.819 -1.883 -3.544 -0.10 0.73 0.32 -0.50
C -4.306 -1.833 -2.106 -0.05 -0.19 0.18 -0.05
O -2.468 -1.427 -3.611 0.06 -0.34 -0.29 -0.05
H -4.666 0.015 -4.139 -0.04 -0.03 0.10 0.08
H -4.328 -1.069 -5.480 0.00 -0.04 0.01 0.08
H -5.730 -1.374 -4.435 0.00 0.02 0.04 0.07
H -3.821 -2.913 -3.895 0.21 -0.03 0.02 0.11
H -4.265 -0.811 -1.719 -0.03 0.04 -0.08 0.09
H -3.668 -2.441 -1.465 0.01 -0.03 -0.03 0.06
H -5.331 -2.195 -2.023 -0.02 0.04 -0.04 0.07
H -2.448 -0.517 -3.300 0.03 0.01 0.09 0.09
C -7.912 -5.455 -4.831 -0.20 0.08 -0.01 -0.07
C -6.964 -4.266 -4.784 0.26 -0.59 0.18 -0.49
C -5.621 -4.603 -5.412 0.04 0.10 -0.11 -0.05
O -6.774 -3.854 -3.430 -0.18 0.30 -0.13 -0.06
H -7.498 -6.298 -4.271 0.09 -0.01 -0.07 0.08
H -8.868 -5.201 -4.372 -0.01 0.04 -0.03 0.08
H -8.094 -5.778 -5.858 0.01 -0.03 0.01 0.08
H -7.412 -3.421 -5.309 0.00 0.10 0.15 0.14
H -5.135 -5.419 -4.868 -0.08 -0.07 -0.02 0.09
H -4.953 -3.746 -5.367 -0.03 0.05 -0.09 0.05
H -5.732 -4.902 -6.456 0.00 -0.03 0.01 0.08
H -6.379 -4.589 -2.950 0.04 -0.02 0.02 0.09
C 2.550 8.360 1.771 -0.05 0.02 -0.20 -0.06
C 1.356 7.744 2.485 0.54 0.01 0.34 -0.50
C 1.184 8.328 3.880 -0.21 0.01 0.04 -0.06
O 1.517 6.332 2.568 -0.23 0.09 -0.14 -0.06
H 3.473 8.154 2.320 -0.04 0.05 0.08 0.08
H 2.664 7.928 0.777 -0.04 0.01 -0.01 0.08
H 2.439 9.441 1.672 0.02 0.00 0.01 0.08
H 0.450 7.918 1.901 -0.03 -0.14 -0.02 0.14
H 2.064 8.121 4.493 0.06 0.05 -0.07 0.08
H 0.328 7.873 4.381 -0.03 0.01 -0.04 0.07
H 1.033 9.408 3.842 0.02 0.00 0.02 0.08
H 2.312 6.152 3.081 0.04 -0.09 -0.01 0.09
C 3.557 -6.049 -4.757 -0.07 -0.20 -0.02 -0.07
C 2.478 -5.169 -4.141 0.57 0.31 -0.02 -0.50
C 2.494 -3.771 -4.743 -0.19 0.07 -0.03 -0.06
O 2.663 -5.089 -2.733 -0.22 -0.22 -0.03 -0.06
H 4.549 -5.630 -4.566 -0.03 0.09 -0.05 0.08
H 3.538 -7.045 -4.312 -0.05 0.00 -0.01 0.08
H 3.423 -6.146 -5.836 0.03 0.01 0.00 0.07
H 1.499 -5.625 -4.301 -0.03 -0.02 0.14 0.13
H 3.452 -3.282 -4.551 0.05 -0.07 -0.04 0.08
H 1.720 -3.152 -4.289 -0.03 -0.03 -0.01 0.08
H 2.329 -3.802 -5.822 0.02 0.01 0.00 0.07
H 3.522 -4.687 -2.565 -0.01 0.08 0.07 0.10
```
Forces are in eV/Å.

The HOMO-LUMO gap comes out at 0.240 Eh. Its LUMO energy is 2.151 eV. The charge is -1.

***

# 2
2 unconnected molecules or ions with the total composition C5H13NO. Source: the OMol25 dataset; level of theory: ωB97M-V/def2-TZVPD.

Geometry as XYZ:
```
20
Properties=species:S:1:pos:R:3:forces:R:3:lowdin_spin:R:1
C 1.847 -0.147 -1.116 0.50 -1.75 -0.82 0.08
N 1.144 -0.566 0.071 -0.09 0.76 0.03 0.01
C -0.216 -1.067 -0.213 1.06 -0.33 0.29 0.08
C -1.081 -0.653 0.970 0.24 0.24 0.32 0.11
C -0.160 0.070 1.969 0.83 0.79 -0.91 0.05
C 1.051 0.487 1.077 -1.50 -1.10 0.32 0.07
H 1.910 -1.034 -1.771 0.04 0.00 0.07 0.01
H 2.895 0.062 -0.896 -0.09 0.50 0.11 0.01
H 1.384 0.582 -1.793 -0.15 0.57 0.59 0.04
H -0.569 -0.649 -1.158 -0.28 -0.03 -0.07 0.04
H -0.086 -2.149 -0.316 -0.48 -0.11 -0.15 0.01
H -1.640 -1.483 1.400 -0.15 0.05 0.00 0.01
H -1.749 0.144 0.627 -0.40 -0.33 -0.06 0.07
H 0.202 -0.441 2.857 -0.33 -0.40 -0.02 0.00
H -0.620 1.024 2.247 -0.22 -0.19 0.51 0.04
H 0.745 1.429 0.618 0.61 0.44 -0.01 0.06
H 1.944 0.475 1.686 0.55 0.64 -0.05 0.01
H -1.206 1.408 -1.980 0.09 0.43 -0.54 0.06
H -2.428 1.027 -1.333 -0.66 0.22 -0.11 0.06
O -2.166 1.438 -2.182 0.44 -0.41 0.52 0.18
```
Forces are in eV/Å.

The HOMO-LUMO gap (alpha / beta) comes out at 0.118 / 0.327 Eh. Its LUMO energy (alpha / beta) is 4.271 / 4.008 eV. The charge is -1. As for the spin multiplicity: 2. As for the expectation value of S²: 0.751.

***

# 3
A molecular structure, C24H26HfN4S2Si. Source: the OMol25 dataset; level of theory: ωB97M-V/def2-TZVPD.

Geometry as XYZ:
```
58
Properties=species:S:1:pos:R:3:forces:R:3:lowdin_charge:R:1
C 0.846 1.714 1.626 -0.64 0.96 0.58 -0.16
C -0.028 2.178 0.593 -0.13 -0.09 0.50 -0.14
C -1.371 2.037 1.043 0.30 0.49 0.20 -0.15
H 0.284 2.586 -0.361 -0.11 -0.18 0.06 0.13
C -1.335 1.571 2.392 0.82 0.90 0.36 -0.18
C 0.039 1.381 2.761 -0.25 1.42 -0.15 -0.15
H 0.409 1.171 3.763 -0.14 -0.29 -0.37 0.14
H 1.933 1.755 1.614 -0.30 -0.17 -0.08 0.13
H -2.259 2.343 0.497 0.25 -0.16 0.00 0.13
H -2.177 1.537 3.077 0.20 -0.25 -0.27 0.13
Hf -0.478 -0.209 1.123 0.39 -0.12 -0.33 1.50
C -0.961 -2.160 -1.712 0.73 -0.15 0.20 -0.16
H -1.607 -2.410 -0.864 0.05 -0.13 -0.29 0.02
H -0.186 -2.921 -1.844 -0.30 -0.05 0.11 0.02
H -1.558 -2.134 -2.638 -0.02 -0.03 0.31 0.07
Si -0.190 -0.421 -1.704 -0.35 -1.27 -2.88 0.49
C 1.558 -0.598 -2.409 -0.01 0.14 0.23 -0.30
C 2.298 0.598 -2.372 0.88 -0.60 0.16 -0.14
H 1.786 1.540 -2.204 0.08 0.07 -0.02 0.09
C 3.693 0.583 -2.498 -0.15 0.35 -0.19 -0.07
H 4.238 1.536 -2.468 -0.16 -0.48 -0.04 0.12
C 4.372 -0.625 -2.694 -0.29 -0.06 0.04 -0.07
H 5.463 -0.627 -2.822 -0.59 -0.08 0.13 0.12
C 3.632 -1.815 -2.752 0.13 -0.01 -0.19 -0.07
H 4.154 -2.764 -2.901 -0.20 0.34 -0.01 0.11
C 2.234 -1.805 -2.636 0.46 0.43 0.16 -0.08
H 1.685 -2.739 -2.713 0.16 0.09 0.05 0.09
C -1.195 0.799 -2.682 -0.38 -0.01 0.08 -0.28
C -0.637 1.558 -3.725 0.13 0.18 0.43 -0.08
H 0.318 1.248 -4.164 -0.27 0.33 0.27 0.11
C -1.280 2.712 -4.167 -0.45 0.01 -0.25 -0.06
H -0.788 3.371 -4.887 -0.30 -0.38 0.07 0.12
C -2.554 3.042 -3.679 0.33 -0.15 0.38 -0.06
H -3.088 3.901 -4.075 0.21 0.00 0.16 0.11
C -3.147 2.259 -2.680 -0.15 -0.38 -0.25 -0.07
H -4.119 2.529 -2.235 0.48 -0.17 -0.55 0.12
C -2.494 1.102 -2.237 0.10 1.10 -0.18 -0.14
H -3.003 0.478 -1.509 0.14 0.07 0.04 0.08
H -1.497 -0.278 -0.414 -0.70 0.35 0.69 -0.07
H 0.460 0.434 -0.638 0.07 -0.53 1.50 -0.02
N -3.796 -0.386 2.398 0.41 -0.55 0.14 0.14
C -2.896 -1.101 3.099 0.55 0.20 0.73 -0.63
N -1.611 -1.228 2.737 -1.03 -0.64 0.34 -0.08
C -0.840 -1.841 3.756 -2.38 -0.10 1.23 -0.30
C -1.593 -2.170 4.870 1.51 0.31 -1.38 -0.30
S -3.252 -1.708 4.715 0.69 0.01 -1.09 1.14
C 0.582 -1.872 3.546 2.50 0.06 0.32 -0.31
C 1.611 -2.201 4.405 -1.77 0.22 -0.83 -0.30
S 3.166 -1.838 3.739 -0.83 0.19 -0.73 1.14
C 2.378 -1.224 2.279 -0.30 -0.42 0.76 -0.61
N 1.042 -1.304 2.329 0.95 -0.51 -0.20 -0.08
N 3.082 -0.697 1.264 -0.59 -0.23 0.39 0.15
H -4.742 -0.352 2.746 -0.07 0.13 -0.40 0.13
H -3.570 -0.075 1.457 -0.44 -0.16 0.30 0.11
H -1.166 -2.638 5.745 -0.39 0.02 0.12 0.10
H 1.433 -2.620 5.388 0.48 0.06 -0.11 0.10
H 4.080 -0.773 1.339 0.19 0.19 -0.48 0.12
H 2.642 -0.431 0.380 0.49 -0.25 0.24 0.10
```
Forces are in eV/Å.

The HOMO-LUMO gap comes out at 0.247 Eh. Its LUMO energy is -7.216 eV. The charge is +2.

***

# 4
2 unconnected molecules or ions with the total composition C3H6O3. Source: the OMol25 dataset; level of theory: ωB97M-V/def2-TZVPD.

Geometry as XYZ:
```
12
Properties=species:S:1:pos:R:3:forces:R:3:lowdin_charge:R:1
C -0.618 1.372 -0.916 -0.24 -0.44 0.45 0.01
C 0.620 0.593 -0.596 -0.21 -0.11 -0.56 -0.60
O 1.277 0.693 0.399 0.31 0.11 0.57 0.08
O 0.995 -0.217 -1.612 0.43 0.27 -0.16 0.09
H -1.451 0.707 -1.142 0.16 -0.10 -0.22 0.09
H -0.402 1.991 -1.783 -0.16 0.17 0.03 0.09
H -0.902 1.935 -0.032 0.13 0.29 -0.16 0.09
H 1.939 -0.409 -1.460 -0.41 -0.27 0.05 0.13
C -0.358 -1.676 1.805 0.24 0.21 -0.36 -0.13
O -1.038 -1.634 0.818 -0.34 -0.02 -0.07 0.00
H -0.783 -1.863 2.800 -0.03 -0.09 0.14 0.08
H 0.723 -1.493 1.718 0.13 -0.03 0.28 0.08
```
Forces are in eV/Å.

The HOMO-LUMO gap comes out at 0.403 Eh. Its LUMO energy is 0.824 eV. The structure (SMILES) is CC(=O)O.C=O.

***

Looking at relative energy (zero: lowest compared OMol25 entry of this formula, charge and spin) for the records above, in order, we have 36.8; 124.3; 11.0; 97.1 kJ/mol.
Looking at DFT total energy for the records above, in order, we have -2574.3192; -328.2256; -2282.5537; -343.6176 Eh.